The following is a DFT calculation (ωB97M-V/def2-TZVPD) of a gas-phase ion, C5H12NO (charge +1) at a distorted geometry.

Kohn-Sham gap (spin up / spin down)   8.253 / 8.254 eV
Charge   +1
Energy relative to the best compared isomer or geometry (same formula, charge and spin)   109.4 kcal per mole
SMILES string   CCC/[N+](C)=C\O

Cartesian coordinates (Å):
C 1.963490 -0.540015 -0.797749
C 1.129426 -0.978681 0.421530
C 0.252093 0.198061 1.028511
N -0.912558 0.643091 0.350987
C -0.689239 1.867459 -0.347880
C -2.131596 -0.460035 -0.054918
O -2.065632 -1.679299 0.284022
H 1.429543 -0.721539 -1.828059
H 2.294518 0.591901 -0.660499
H 2.854784 -1.074299 -0.883547
H 1.847168 -1.320929 1.339671
H 0.608594 -1.806508 0.277908
H -0.036815 -0.159841 2.145259
H 0.854050 1.008410 1.212879
H -0.840302 2.805220 0.377924
H -1.475861 1.938396 -1.085677
H 0.413707 1.906551 -0.853202
H -2.861256 0.128237 -0.773368
H -2.634117 -2.346174 -0.153787

Atomic forces in eV per Å
-1.69 2.35 -0.97
3.59 3.89 2.78
-0.72 -5.00 3.55
-4.31 -5.79 -1.36
0.42 2.62 -0.35
4.49 6.58 -0.88
0.47 0.65 0.32
0.75 0.73 1.98
-0.77 -2.28 -0.57
1.47 -1.00 0.03
-1.45 1.13 -2.15
-2.63 -3.59 -0.96
0.38 0.68 -2.45
1.39 2.05 0.18
0.58 -2.08 -1.46
0.09 0.47 -0.58
-2.87 -0.22 1.19
1.09 -1.76 1.62
-0.29 0.55 0.11

---

The following is a DFT calculation (ωB97M-V/def2-TZVPD) of 7 unconnected molecules or ions with the total composition C9H31BrN11O6 at a distorted geometry.

Kohn-Sham gap   9.094 eV
Charge   -1
Energy relative to the best compared isomer or geometry (same formula, charge and spin)   83.8 kcal per mole

Cartesian coordinates (Å):
Br -0.652779 -0.327168 0.212202
C 2.592991 1.482042 -1.310858
C 2.113051 2.834132 -0.936128
C 1.269161 3.515752 -2.081808
O 2.233491 3.737782 -3.088788
C 3.002851 4.857152 -2.848918
N 1.292351 2.728852 0.272732
H 3.370181 0.954002 -0.758368
H 3.078111 1.484652 -2.286958
H 1.840231 0.694062 -1.334018
H 2.985571 3.401902 -0.612948
H 0.898461 4.451102 -1.662528
H 0.468811 2.875612 -2.452958
H 2.735161 5.408542 -1.947568
H 2.913911 5.495442 -3.727988
H 4.080421 4.693212 -2.841428
H 0.834691 1.830392 0.331212
H 0.555601 3.419022 0.241812
C 3.137951 -1.701888 1.616412
O 4.278041 -2.055758 1.937582
N 2.082261 -1.938958 2.330362
N 2.804471 -1.216338 0.488082
H 2.069961 -2.543658 3.139242
H 1.235171 -1.690058 1.839862
H 3.597711 -1.003698 -0.099858
H 1.877201 -0.859338 0.306892
C -3.627569 0.750482 -2.813298
O -4.312409 0.867912 -3.772488
N -3.776099 1.221712 -1.621488
N -2.473199 0.070322 -2.885108
H -2.942229 1.068242 -1.072658
H -4.599519 1.721432 -1.317568
H -2.186609 -0.350348 -3.757458
H -2.067199 -0.122408 -1.980608
C -0.611719 -0.369868 5.072132
O -1.057789 -0.657348 6.128052
N -1.176819 -0.722298 3.954412
N 0.454931 0.329482 5.077972
H -1.998059 -1.299958 4.063852
H -1.039279 -0.340438 3.029552
H 0.887701 0.482652 5.977612
H 0.732671 0.837722 4.250542
C -3.862339 -2.464318 2.605922
O -4.213349 -1.401858 3.049872
N -2.783169 -2.600928 1.813882
N -4.454359 -3.634238 2.562012
H -2.097009 -1.864258 1.732602
H -2.649769 -3.518848 1.414222
H -5.268879 -3.679308 3.157512
H -4.263679 -4.375178 1.902662
C 0.545271 -2.975868 -2.995988
O 1.225501 -3.705208 -3.707858
N 0.914531 -2.679458 -1.750918
N -0.449329 -2.183848 -3.292578
H 0.377791 -1.910258 -1.376318
H 1.809021 -2.947318 -1.365908
H -0.921719 -1.599638 -2.617568
H -0.810329 -2.473528 -4.190278

Atomic forces in eV per Å
-0.09 0.06 0.03
0.99 -1.93 -1.38
-1.66 -0.23 1.20
2.51 -0.95 1.33
-0.87 -0.28 -0.72
0.82 1.25 -0.96
-0.09 0.13 0.37
0.13 1.00 0.96
-0.35 0.26 -0.41
-0.66 0.39 -0.27
0.02 0.64 -0.72
-0.36 0.19 -0.25
0.11 -0.01 0.05
-0.10 0.00 0.02
-0.34 0.56 0.04
0.14 -0.70 0.46
-0.14 -0.17 -0.05
-0.13 0.12 0.21
3.37 -2.82 2.68
0.25 0.45 -0.08
-3.45 -0.49 2.67
0.53 2.37 -5.25
0.11 0.36 -0.30
-0.55 -0.43 0.89
-0.52 0.23 -0.19
0.17 0.20 -0.28
1.49 -1.26 -1.77
-2.90 0.79 -2.63
-0.75 1.62 3.60
1.72 -1.03 -0.05
-0.75 0.65 1.04
0.47 -0.17 -0.03
-0.13 0.17 0.45
0.80 -0.54 -0.51
-1.17 -0.14 0.16
-2.49 -2.32 4.53
-1.81 -1.41 -3.31
4.95 3.36 -1.39
-0.05 0.41 -0.02
0.38 0.12 0.20
-0.21 0.24 -0.46
0.47 -0.12 0.31
2.22 1.07 -3.01
-0.80 0.53 1.70
1.86 0.42 -0.58
-3.94 -2.56 2.21
-0.07 -0.22 -0.50
0.82 0.68 0.00
-0.12 -0.52 -0.42
-0.08 0.43 0.43
4.05 -0.37 1.42
-1.09 -0.47 -0.88
0.58 -0.13 2.24
-2.77 0.33 -3.31
0.75 -0.18 1.03
-0.32 0.10 -0.15
-0.07 -0.48 -0.43
-0.85 0.81 0.12

---

The following is a DFT calculation (ωB97M-V/def2-TZVPD) of CH4ClNO in the gas phase at a distorted geometry.

Kohn-Sham gap   10.221 eV
Energy relative to the best compared isomer or geometry (same formula, charge and spin)   70.4 kcal per mole
SMILES string   OCNCl

Cartesian coordinates (Å):
O -1.219127 -0.399935 -0.280581
C -0.110293 0.436369 -0.126353
N 1.180678 -0.766572 -0.082249
Cl 2.627771 0.115272 -0.059235
H -1.150964 -0.923134 -1.152268
H 0.089678 0.998716 -0.923818
H 0.002043 0.936435 0.869093
H 0.999738 -1.156817 0.779780

Atomic forces in eV per Å
-0.01 -0.11 -1.09
1.55 -5.88 3.38
-2.77 3.43 -3.21
0.86 0.20 0.36
0.16 1.43 1.97
0.99 2.35 -3.07
-0.81 -0.43 -1.00
0.03 -0.99 2.64

---

The following is a DFT calculation (ωB97M-V/def2-TZVPD) of 6 unconnected molecules or ions with the total composition C30H78F2N12O10P4 at a distorted geometry.

Kohn-Sham gap   8.395 eV
Energy relative to the best compared isomer or geometry (same formula, charge and spin)   61.1 kcal per mole
SMILES string   CN(C)P(=O)(N(C)C)N(C)C.CN(C)P(=O)(N(C)C)N(C)C.CN(C)P(=O)(N(C)C)N(C)C.CN(C)P(=O)(N(C)C)N(C)C.O=C1OC[C@@H](F)O1.O=C1OC[C@@H](F)O1

Cartesian coordinates (Å):
C -6.968007 3.742556 -4.383405
N -5.578397 3.714696 -4.898125
C -4.906047 2.434546 -4.767495
P -4.869057 4.702256 -6.190935
O -5.342347 6.119506 -6.063665
N -3.168607 4.506426 -5.829395
C -2.223897 5.342576 -6.778895
C -2.672377 4.680216 -4.379255
N -5.259977 3.782446 -7.641415
C -4.395797 2.825276 -8.313265
C -6.467787 4.179766 -8.424285
H -7.648017 3.014096 -4.825015
H -7.428887 4.715196 -4.555615
H -6.886267 3.738336 -3.296485
H -3.822907 2.481996 -4.654995
H -5.202947 1.780496 -5.587355
H -5.082667 2.006296 -3.780825
H -2.446147 5.178566 -7.833305
H -2.576127 6.372786 -6.726835
H -1.162037 5.356576 -6.533225
H -1.646157 4.326916 -4.278485
H -2.888427 5.697406 -4.052525
H -3.339967 4.105876 -3.736945
H -3.934977 3.426866 -9.096745
H -3.533907 2.611196 -7.681275
H -4.995587 1.961116 -8.598875
H -6.033287 4.736826 -9.254335
H -6.996477 4.991316 -7.924315
H -7.005737 3.248736 -8.602875
C 2.119143 -14.187274 4.459235
N 3.305173 -13.300874 4.805505
C 4.465953 -14.065144 5.303155
P 2.720133 -12.103354 5.819685
O 1.851863 -12.680414 6.858725
N 4.143433 -11.269274 6.404815
C 4.542873 -11.436804 7.767035
C 5.143353 -10.709284 5.460365
N 1.918813 -10.994264 4.734665
C 0.456683 -10.719044 4.975235
C 2.494183 -10.040934 3.860635
H 2.289443 -14.615334 3.471385
H 1.160303 -13.669324 4.480815
H 2.048603 -15.074794 5.088075
H 4.828443 -14.752724 4.538995
H 4.118733 -14.586204 6.195365
H 5.303963 -13.386694 5.463015
H 3.846943 -10.985604 8.474275
H 4.486053 -12.472084 8.103305
H 5.480563 -10.901344 7.915795
H 5.000913 -10.908554 4.398245
H 5.174133 -9.641094 5.675145
H 6.143633 -11.047314 5.731075
H 0.280793 -9.643544 4.996705
H -0.288537 -11.005054 4.232985
H 0.089493 -11.100924 5.927825
H 1.764563 -9.592274 3.186485
H 3.216953 -10.491354 3.180325
H 3.076273 -9.261784 4.352765
C -5.360147 6.555346 6.782035
N -4.904027 5.202546 6.476005
C -5.614927 4.124536 7.129055
P -3.311697 5.040776 5.894445
O -2.662267 6.344036 5.576325
N -2.534747 3.934786 7.053245
C -1.221487 3.338016 6.792125
C -2.764607 4.078566 8.475235
N -3.426787 3.980466 4.487735
C -3.819577 2.541896 4.495045
C -3.245007 4.452396 3.153105
H -6.431557 6.618866 6.972185
H -5.065097 7.244696 5.990935
H -4.852187 6.922436 7.673845
H -5.040077 3.198446 7.132555
H -6.602387 3.962946 6.696715
H -5.941597 4.424746 8.124685
H -1.162757 2.330546 7.204035
H -1.006157 3.212896 5.730955
H -0.414607 3.818086 7.345815
H -2.658517 3.131516 9.004345
H -2.231277 4.925866 8.906215
H -3.813287 4.253486 8.715595
H -3.400547 1.977506 5.328095
H -4.887947 2.461976 4.695775
H -3.506537 2.125196 3.537715
H -2.172717 4.351716 2.985285
H -3.357387 5.522386 3.328035
H -3.925197 4.060476 2.396915
C 7.014533 7.523656 -1.751735
N 6.015623 6.353056 -1.771215
C 6.445473 5.298036 -0.916495
P 4.764103 6.251246 -2.973015
O 4.053773 5.029706 -2.788405
N 3.807653 7.785736 -2.894775
C 3.328473 8.392966 -4.118345
C 3.146663 8.207666 -1.706745
N 5.497413 6.240116 -4.543365
C 6.573913 7.095056 -4.959065
C 4.759473 5.623836 -5.601825
H 7.483483 7.514316 -0.767825
H 6.461133 8.459846 -1.825165
H 7.804153 7.284386 -2.464025
H 5.713043 4.490836 -0.925885
H 6.684563 5.525736 0.122295
H 7.400263 4.948926 -1.309675
H 3.373563 7.685306 -4.946165
H 2.289493 8.694806 -3.986015
H 3.944643 9.283646 -4.241275
H 2.572693 7.332976 -1.400835
H 3.924303 8.284296 -0.946815
H 2.492263 9.062636 -1.876695
H 6.843983 7.016066 -6.012115
H 6.265763 8.137776 -4.882375
H 7.477203 6.810056 -4.419675
H 4.373473 6.180706 -6.455645
H 3.896033 5.089646 -5.205325
H 5.234373 4.795326 -6.127305
O 0.303593 -3.655124 -0.208095
C 0.174593 -2.430374 -0.385675
O 0.887883 -1.834534 -1.349095
C 0.398093 -0.581244 -1.625205
C -0.356797 -0.217064 -0.391965
F -1.537717 0.491616 -0.683315
O -0.577887 -1.478604 0.240535
H 1.131543 0.173416 -1.909165
H -0.212617 -0.660474 -2.524575
H 0.248153 0.372366 0.297025
O 0.908193 -7.855164 -7.878115
C 0.524213 -8.169044 -6.793655
O -0.197847 -7.374544 -6.068275
C -0.809697 -8.040634 -4.970435
C -0.013337 -9.371694 -4.888965
F -0.713837 -10.512214 -4.929415
O 0.652933 -9.419294 -6.101615
H -0.694647 -7.492364 -4.035415
H -1.842547 -8.217894 -5.270305
H 0.721323 -9.400884 -4.084255

Atomic forces in eV per Å
1.07 1.41 -0.33
1.34 1.08 -0.87
-0.15 -0.22 0.66
-0.74 -1.15 1.79
0.08 -1.57 -1.00
1.44 0.63 -0.93
-2.66 0.38 0.73
-2.20 -0.10 -1.36
-0.03 1.68 2.55
0.46 1.75 0.64
2.21 0.70 0.91
0.22 -0.43 0.20
0.25 0.16 -0.42
-0.32 -0.76 0.08
0.01 0.36 -0.97
0.17 -0.54 0.15
-0.99 -0.31 -0.03
0.36 -0.95 0.02
0.21 0.38 0.52
-0.26 -0.74 0.14
-0.10 0.31 -0.18
0.75 0.28 -0.08
0.27 -0.23 -0.05
-0.09 -0.82 -1.09
-0.33 -0.56 0.27
0.45 -0.07 -0.31
-0.59 -0.63 -1.01
-0.42 -0.58 0.47
-0.40 0.53 -0.48
1.25 -0.22 -0.58
-0.91 -0.37 -0.50
-0.68 0.44 -0.43
1.38 2.08 -0.94
-0.06 0.75 0.36
-1.89 -1.08 -2.49
-0.64 0.25 0.97
-0.04 0.26 1.40
-2.29 -1.69 1.91
0.38 0.54 0.67
1.49 0.19 -1.07
-0.06 0.31 -0.28
0.29 0.15 -0.01
0.06 0.25 0.61
-0.35 -0.22 0.00
0.69 -0.31 0.23
-0.18 -0.02 0.45
-0.25 0.50 -0.14
0.90 -0.27 -0.16
0.23 -0.58 0.12
-0.39 -0.09 0.31
0.02 0.29 -0.57
0.10 -0.42 -0.04
0.40 0.28 0.33
0.59 -0.83 -0.62
0.41 -0.19 0.00
-0.22 0.01 0.33
0.08 -0.34 -0.12
-0.29 0.37 0.28
0.67 0.33 0.24
1.16 0.14 -0.26
-0.77 0.26 -0.01
0.06 -2.68 -0.61
-0.76 -1.17 0.23
-0.78 0.82 -1.44
-0.21 -0.37 0.05
-1.26 0.41 0.15
-0.34 -1.20 2.62
0.06 1.17 1.26
1.16 2.20 1.17
-0.02 -0.31 -0.29
-0.24 -0.13 -0.08
-0.08 0.13 0.32
-0.13 0.13 0.10
0.05 -0.26 -0.77
0.66 -0.11 0.58
-0.53 -0.34 0.05
-0.02 0.49 0.03
0.13 0.68 -0.39
0.93 -0.05 -0.05
0.47 -0.29 0.30
-0.11 0.44 -0.43
0.56 0.06 -0.08
-0.33 -0.17 -0.67
-0.24 -0.21 0.21
-0.01 -0.35 -1.27
-0.21 0.37 -1.17
0.13 -0.02 0.18
-1.41 -1.90 0.55
-0.70 3.40 -1.14
0.24 -1.49 -0.58
2.35 4.28 -0.02
-2.11 -2.70 0.58
2.56 -2.59 -1.49
0.39 -0.11 0.31
0.37 -1.85 0.91
-0.91 0.00 0.74
0.33 0.43 0.02
-1.37 -1.87 -0.58
-0.11 0.01 0.09
0.37 0.02 -0.65
-0.09 0.75 -0.17
0.15 -0.05 -0.07
-0.52 0.78 0.11
0.18 -0.64 -0.04
0.14 0.40 -0.15
-0.08 -0.03 -0.15
-0.23 0.23 -0.89
-0.79 0.29 0.55
-0.33 0.86 0.44
0.42 0.06 0.27
-0.39 -0.62 -0.11
0.52 0.34 0.50
0.05 0.63 0.10
0.11 1.17 0.31
-0.16 0.27 0.30
1.02 -0.09 0.28
-1.23 4.53 0.36
0.94 -3.63 -0.22
1.31 -1.11 -0.18
-0.61 1.41 -1.60
-0.65 0.67 0.39
1.32 -1.34 0.57
-0.54 -0.53 -0.05
0.52 -0.35 0.47
-0.63 0.11 0.17
-0.43 0.27 0.08
0.48 -1.18 0.84
0.41 -1.68 -0.93
-1.09 1.54 1.67
0.14 -1.05 0.16
0.57 0.59 -0.94
-1.33 -0.50 1.09
1.35 2.22 -2.27
-0.22 0.27 -0.34
-0.09 -0.05 0.47
-0.22 -0.16 0.26

---

The following is a DFT calculation (ωB97M-V/def2-TZVPD) of 2 unconnected molecules or ions with the total composition C5H15NO at a distorted geometry.

Kohn-Sham gap (spin up / spin down)   10.761 / 6.399 eV
2S+1   2
Charge   +1
Energy relative to the best compared isomer or geometry (same formula, charge and spin)   51.8 kcal per mole

Cartesian coordinates (Å):
C 0.338145 -0.687537 -1.821986
C -0.228335 -1.562629 -0.694293
C -0.547017 -0.849997 0.734208
C -0.930370 -2.000935 1.604106
C 0.614719 0.045813 1.269569
N -0.304536 0.690222 -1.773682
H 0.145483 -1.000332 -2.813826
H 1.399624 -0.592748 -1.528760
H -1.297089 -1.916738 -0.958230
H 0.544006 -2.346765 -0.540371
H -1.400192 -0.157219 0.822049
H -1.320262 -1.881540 2.715000
H 0.015231 -2.686651 1.753576
H -1.786082 -2.564214 1.097421
H 0.648407 0.951376 0.643622
H 1.602709 -0.489379 1.085504
H 0.349703 0.347238 2.311074
H 0.330790 1.391489 -1.190122
H -1.293402 0.921913 -1.956567
H 1.195486 4.146085 0.133042
H 0.581504 5.427453 -0.345998
O 1.341478 4.815097 -0.545337

Atomic forces in eV per Å
-0.30 2.42 1.38
-3.12 0.62 1.25
1.05 0.82 -0.10
0.09 -2.92 2.38
0.10 -1.21 -0.75
2.97 0.14 2.23
0.05 -0.96 -0.93
-0.43 0.53 -0.89
2.08 -0.13 -0.03
-0.90 0.19 -0.06
-0.17 -0.26 -1.25
0.87 0.63 -2.33
-1.93 0.89 -0.45
1.35 0.37 0.68
0.10 0.04 0.40
-1.02 0.74 0.99
0.84 -0.31 -0.75
-2.17 -1.34 -1.74
0.56 -0.23 -0.08
0.36 -0.02 0.09
1.22 -0.59 -0.53
-1.61 0.57 0.50